Entry 1
The following is a DFT calculation (wB97M-V/def2-TZVPD) of 3 unconnected molecules or ions with the total composition C4H6O.

Cartesian coordinates (Å):
O (-2.79991, 0.28144, -0.89459)
C (-1.86487, 0.10850, -1.51418)
C (-0.26929, -0.39885, 1.08737)
C (0.75884, -1.07563, 0.22764)
C (0.89275, 0.16486, 1.05987)
H (0.37777, 1.69310, -1.57454)
H (-1.28634, -0.42033, 1.44447)
H (1.21514, -2.00752, 0.56958)
H (0.69798, -0.99261, -0.86221)
H (1.55238, 0.95711, 1.37511)
H (0.72554, 1.68993, -0.91852)

Properties
Lowest unoccupied orbital energy   0.0422 hartree
E_HOMO   -9.55 eV
Frontier orbital gap   0.3931 Eh

---

Entry 2
The following is a DFT calculation (wB97M-V/def2-TZVPD) of a single C4H6O molecule.

Cartesian coordinates (Å):
C (2.65610, -0.13706, 0.00210)
C (1.45528, 0.08237, -0.07142)
C (0.01534, 0.46457, 0.02604)
O (-0.91866, -0.63402, 0.03044)
C (-2.20087, 0.02506, -0.00844)
H (3.69947, -0.44714, 0.07958)
H (-0.04537, 1.10233, 0.91988)
H (-0.19882, 1.12356, -0.79833)
H (-2.42326, 0.55645, 0.92988)
H (-3.07690, -0.70371, -0.26429)
H (-2.16098, 0.83095, -0.79997)

Properties
Lowest unoccupied orbital energy   0.0357 hartree
E_HOMO   -9.97 eV
Frontier orbital gap   0.4021 Eh
Structure (SMILES)   C#CCOC

---

Of them, entry 1 has the lowest stability.

---

Entry 1
The following is a DFT calculation (wB97M-V/def2-TZVPD) of 3 unconnected molecules or ions with the total composition C4H17N2O2.

Cartesian coordinates (Å):
N (-2.43113, -0.63472, -0.01087)
C (-1.83034, 0.33868, -1.02456)
C (-0.72264, 1.14614, -0.26584)
N (-0.07903, 0.22726, 0.65702)
C (0.98510, -0.61289, 0.07187)
C (1.98900, -1.04063, 1.09907)
H (-2.72159, -1.47246, -0.49557)
H (-3.20574, -0.16769, 0.44325)
H (-1.51424, -0.65736, 0.66925)
H (-1.31317, -0.23830, -1.78771)
H (-2.58398, 0.99069, -1.45326)
H (-1.14608, 2.01404, 0.22959)
H (-0.09331, 1.48429, -1.09480)
H (0.22552, 0.66399, 1.52484)
H (1.44607, -0.04547, -0.74390)
H (0.53043, -1.50753, -0.37297)
H (1.48344, -1.51982, 1.94665)
H (2.59837, -1.88685, 0.76928)
H (2.68982, -0.31919, 1.49545)
H (0.75842, -0.89420, -3.88143)
H (-0.28520, 0.10425, -4.15504)
O (-0.07010, -0.58169, -3.50852)
H (1.30019, 1.45354, 3.93417)
H (2.42879, 1.78047, 2.95243)
O (1.56139, 1.37544, 3.00158)

Properties
Lowest unoccupied orbital energy   -0.0999 hartree
E_HOMO   -13.43 eV
Net charge   +1
Frontier orbital gap   0.3937 Eh

---

Entry 2
The following is a DFT calculation (wB97M-V/def2-TZVPD) of 3 unconnected molecules or ions with the total composition C4H17N2O2.

Cartesian coordinates (Å):
C (-2.14732, -1.24354, 0.14581)
C (-1.23584, -0.04690, 0.08559)
C (-0.12129, -0.33416, -0.92043)
C (0.99755, -1.20641, -0.31314)
N (2.12630, -0.41926, 0.15255)
N (-0.54114, 0.41510, 1.37991)
H (-3.10527, -1.02001, -0.34139)
H (-1.84469, -2.14936, -0.36856)
H (-2.48338, -1.31021, 1.18717)
H (-1.77915, 0.85669, -0.25729)
H (0.42288, 0.57662, -1.22188)
H (-0.43018, -0.63025, -1.90672)
H (0.70428, -1.79950, 0.55439)
H (1.16153, -1.90321, -1.15689)
H (2.77571, -0.83917, 0.81195)
H (2.78732, -0.15846, -0.57641)
H (-1.04543, 1.18662, 1.80885)
H (-0.72870, -0.30099, 2.08747)
H (0.46630, 0.50720, 1.22543)
H (0.45894, 1.23366, -4.45476)
H (-0.70789, 1.71143, -3.73521)
O (0.20003, 1.43770, -3.55540)
H (1.53287, 1.56894, 3.82051)
H (1.59158, 2.13572, 2.47772)
O (0.94503, 1.73175, 3.07071)

Properties
Lowest unoccupied orbital energy   -0.1025 hartree
E_HOMO   -13.31 eV
Net charge   +1
Frontier orbital gap   0.3865 Eh

---

Of them, entry 2 has the lowest stability.

---

Entry 1
The following is a DFT calculation (wB97M-V/def2-TZVPD) of 3 unconnected molecules or ions with the total composition C4H13NO2.

Cartesian coordinates (Å):
C (0.17180, -2.69431, 1.02349)
C (0.59743, -1.52103, 0.23783)
C (-0.27713, -0.62790, -0.27212)
N (0.12539, 0.58652, -0.85512)
C (-0.87633, 1.11371, -1.81398)
H (0.92991, -2.99998, 1.74892)
H (-0.65892, -2.48535, 1.76429)
H (-0.01410, -3.49070, 0.27812)
H (1.67115, -1.45217, 0.08179)
H (-1.36280, -0.68419, -0.20021)
H (1.07014, 0.70157, -1.19846)
H (-1.60025, 0.33270, -2.01567)
H (-1.43679, 1.89588, -1.29330)
H (-0.44463, 1.64165, -2.64897)
O (-1.60629, 2.16637, 0.94249)
H (-1.60213, 3.01049, 0.46523)
H (-0.75397, 1.85023, 0.55799)
O (2.34209, 0.79769, 0.82984)
H (1.56538, 0.25400, 1.04352)
H (2.16005, 1.60484, 1.32432)

Properties
Lowest unoccupied orbital energy   0.0282 hartree
E_HOMO   -8.12 eV
Frontier orbital gap   0.3267 Eh
Structure (SMILES)   C/C=C/NC.O.O

---

Entry 2
The following is a DFT calculation (wB97M-V/def2-TZVPD) of 4 unconnected molecules or ions with the total composition C4H13NO2.

Cartesian coordinates (Å):
C (-0.36039, 0.69341, 0.56786)
N (-1.49078, 1.10573, 1.44657)
C (0.89377, 1.52281, -2.62667)
C (0.87067, -1.16187, -2.46581)
C (0.71314, 0.19585, -2.98259)
H (-0.51003, -0.25144, 0.01745)
H (0.51503, 0.48895, 1.27009)
H (-0.11975, 1.42235, -0.15836)
H (-1.57247, 0.52733, 2.33663)
H (1.50012, 1.78167, -1.75554)
H (0.86169, 2.27701, -3.38133)
H (1.66156, -1.44963, -1.72648)
H (0.54683, -1.83403, -3.27485)
H (0.30320, 0.10355, -4.00522)
H (0.73657, -2.46366, 2.56034)
H (-0.29229, -1.31462, 2.89204)
O (0.06996, -1.96644, 2.17880)
H (-1.24147, -0.26263, 4.45831)
H (-2.29777, 0.75032, 0.99339)
O (-0.78759, -0.16467, 3.65538)

Properties
Lowest unoccupied orbital energy   -0.1668 hartree
E_HOMO   -7.42 eV
Frontier orbital gap   0.1059 Eh

---

Entry 3
The following is a DFT calculation (wB97M-V/def2-TZVPD) of 3 unconnected molecules or ions with the total composition C4H13NO2.

Cartesian coordinates (Å):
C (-0.26734, 1.95703, 0.39689)
C (0.02154, 1.33594, -0.74475)
C (1.38309, 1.36491, -1.34745)
C (1.83205, -0.10904, -1.65934)
N (3.30063, -0.30869, -1.54243)
H (0.54656, 2.40227, 0.99125)
H (-1.33415, 2.04365, 0.61556)
H (-0.85517, 0.96174, -1.31573)
H (2.27507, 1.61013, -0.74213)
H (1.49473, 1.95620, -2.25272)
H (1.21599, -0.81466, -1.06683)
H (1.59212, -0.29307, -2.69481)
H (3.47077, -1.20899, -1.97912)
H (3.54440, -0.53888, -0.57530)
O (-5.05328, 0.06823, -0.73534)
H (-5.07528, 1.03538, -0.67677)
H (-5.69255, -0.05418, -0.01589)
O (-0.51599, -3.89507, 5.38668)
H (-0.79396, -3.02431, 5.08273)
H (-1.08925, -4.48860, 4.87552)

Properties
Lowest unoccupied orbital energy   0.0257 hartree
E_HOMO   -9.56 eV
Frontier orbital gap   0.3770 Eh
Structure (SMILES)   C=CCCN.O.O

---

Entry 4
The following is a DFT calculation (wB97M-V/def2-TZVPD) of 2 unconnected molecules or ions with the total composition C4H13NO2.

Cartesian coordinates (Å):
C (-0.26896, -1.53817, 0.57638)
C (-0.67648, -1.17718, -0.88833)
C (0.45340, -1.45968, -1.86780)
N (-1.22791, 0.15839, -0.97976)
C (-0.46893, 1.35918, -1.13339)
O (-0.39162, 2.20644, -0.01838)
H (0.78770, -1.24517, 0.67797)
H (-0.73747, -1.05328, 1.42692)
H (-0.26141, -2.62528, 0.68988)
H (-1.44744, -1.93129, -1.07013)
H (0.47121, -0.66898, -2.62790)
H (1.46744, -1.35914, -1.46585)
H (0.39713, -2.41789, -2.36984)
H (-2.04528, 0.27347, -0.41011)
H (0.56138, 1.07715, -1.35626)
H (-0.88704, 1.97977, -1.94951)
H (-1.19026, 2.73507, 0.20555)
O (2.03657, 0.21474, 3.49826)
H (2.94938, 0.52682, 3.48416)
H (1.56388, 0.96693, 3.84893)

Properties
Lowest unoccupied orbital energy   0.0298 hartree
E_HOMO   -8.31 eV
Frontier orbital gap   0.3353 Eh
Structure (SMILES)   CC(C)NCO.O

---

Of them, entry 2 has the lowest stability.

---

Entry 1
The following is a DFT calculation (wB97M-V/def2-TZVPD) of 2 unconnected molecules or ions with the total composition C3H8N2.

Cartesian coordinates (Å):
H (-1.15390, 0.91100, 1.90599)
N (-1.71934, 0.42472, 1.20840)
C (-1.42704, 0.96607, 0.08753)
N (-2.22936, 0.77388, -1.01082)
H (-0.52820, 1.54726, -0.10538)
H (-2.92076, 0.06460, -0.99534)
H (-1.90345, 1.29095, -1.78662)
C (2.44905, -0.63335, -0.16212)
C (1.59185, -1.42773, 0.47053)
H (2.64839, -0.81592, -1.21169)
H (2.80547, 0.28785, 0.28299)
H (1.20282, -2.25327, -0.11159)
H (1.18447, -1.13606, 1.42812)

Properties
Lowest unoccupied orbital energy   0.0358 hartree
E_HOMO   -9.14 eV
Frontier orbital gap   0.3717 Eh
Structure (SMILES)   [H]/N=C/N.C=C

---

Entry 2
The following is a DFT calculation (wB97M-V/def2-TZVPD) of a molecular structure, C3H8N2.

Cartesian coordinates (Å):
C (1.36131, -0.08824, -1.52863)
C (-0.63683, -0.91069, -0.15318)
C (-1.18930, 0.48613, 1.62811)
H (1.32607, 1.41138, -2.13281)
H (0.77141, -0.99014, -2.45760)
H (2.86612, -0.49731, -0.93502)
H (0.70479, 0.59497, 0.34277)
H (-0.84930, -1.71717, -0.89098)
H (-0.59249, 1.45088, 1.12381)
H (-0.43878, 0.02524, 2.49161)
H (-2.21325, 0.86322, 2.19179)
N (0.41194, -0.07375, -0.43129)
N (-1.52167, -0.55452, 0.75141)

Properties
Lowest unoccupied orbital energy   -0.0049 hartree
E_HOMO   -8.54 eV
Frontier orbital gap   0.3088 Eh

---

Of them, entry 2 has the lowest stability.

---

Entry 1
The following is a DFT calculation (wB97M-V/def2-TZVPD) of a single C3H8N2 molecule.

Cartesian coordinates (Å):
C (-0.86315, 1.29522, 0.01242)
C (0.42677, -0.02865, -0.06381)
C (-0.07535, -1.45030, 0.02776)
N (1.54456, 0.33422, 0.73317)
N (1.59904, 0.47142, -0.75002)
H (-0.24132, 2.02486, -0.33789)
H (-0.86380, 1.26249, 1.08837)
H (-1.55322, 0.78139, -0.60882)
H (0.68627, -2.03629, 0.55174)
H (-0.00531, -2.06837, -0.83074)
H (-1.01953, -1.40811, 0.39657)
H (1.60350, 1.11511, 1.33158)
H (2.03480, -0.29515, -1.24539)

Properties
Lowest unoccupied orbital energy   0.0409 hartree
E_HOMO   -9.12 eV
Frontier orbital gap   0.3760 Eh
Structure (SMILES)   CC1(C)NN1

---

Entry 2
The following is a DFT calculation (wB97M-V/def2-TZVPD) of a single C3H8N2 molecule.

Cartesian coordinates (Å):
H (2.93442, 0.32337, -0.83703)
N (2.67100, -0.39784, -0.11381)
C (1.48921, -0.22536, 0.37940)
N (0.58529, 0.78496, -0.01081)
C (-0.84470, 0.63805, 0.25929)
C (-1.48878, -0.77292, -0.20104)
H (1.23446, -1.01553, 1.23652)
H (0.96375, 1.61994, -0.78831)
H (-1.53892, 1.44070, -0.36298)
H (-1.00993, 0.77242, 1.40905)
H (-0.94379, -1.72088, 0.18103)
H (-1.49249, -0.76997, -1.28398)
H (-2.55953, -0.67694, 0.13266)

Properties
Lowest unoccupied orbital energy   0.0333 hartree
E_HOMO   -8.75 eV
Frontier orbital gap   0.3549 Eh
Structure (SMILES)   [H]/N=C\NCC

---

Of them, entry 1 has the lowest stability.

---

Entry 1
The following is a DFT calculation (wB97M-V/def2-TZVPD) of 2 unconnected molecules or ions with the total composition C3H8N2.

Cartesian coordinates (Å):
C (0.75677, -1.19382, 0.98220)
N (-0.19798, -0.37890, 0.57201)
C (-1.13217, 0.20264, 1.60571)
H (0.95670, -2.08394, 0.42969)
H (1.08724, -1.33060, 2.02426)
H (-2.01783, 0.49311, 0.96566)
H (-1.64605, -0.57887, 2.19098)
H (-0.81992, 1.05292, 2.19940)
C (0.58006, 0.63127, -2.54319)
N (1.28510, 1.10736, -1.59092)
H (0.85184, -0.34453, -3.18634)
H (-0.38661, 1.06474, -2.86389)
H (0.68285, 1.35862, -0.78557)

Properties
Lowest unoccupied orbital energy   0.0233 hartree
E_HOMO   -8.93 eV
Frontier orbital gap   0.3515 Eh
Structure (SMILES)   C=NC.C=N

---

Entry 2
The following is a DFT calculation (wB97M-V/def2-TZVPD) of a single C3H8N2 molecule.

Cartesian coordinates (Å):
C (1.81302, -0.00170, 0.12317)
C (-1.45313, -0.72880, 0.12448)
N (0.83650, 0.02158, -0.80322)
C (-0.41938, 0.40522, 0.11551)
N (-0.88279, 1.63748, 0.06099)
H (0.74294, -0.79893, -1.38698)
H (-0.31635, 2.21312, -0.55861)
H (2.61615, -0.73489, 0.11470)
H (1.99714, 0.90331, 0.68727)
H (0.21236, 0.05212, 1.12468)
H (-2.25968, -0.45277, 0.79997)
H (-1.87964, -0.85318, -0.87351)
H (-1.00714, -1.66257, 0.47156)

Properties
Lowest unoccupied orbital energy (spin up / spin down)   -0.0198 / 0.0167 hartree
E_HOMO (spin up / spin down)   -7.04 / -8.60 eV
Frontier orbital gap (spin up / spin down)   0.2388 / 0.3328 Eh

---

Entry 3
The following is a DFT calculation (wB97M-V/def2-TZVPD) of a molecular structure, C3H8N2.

Cartesian coordinates (Å):
C (-0.15546, 1.63685, -0.02532)
C (-0.90552, -0.77883, -0.48731)
C (1.11740, -0.29839, 0.61697)
H (-1.44313, 1.90773, 0.15845)
H (0.31669, 1.83820, -1.21418)
H (0.42795, 1.97406, 1.04286)
H (-0.31043, -1.86630, -0.75670)
H (-1.44148, -0.22181, -1.63079)
H (-1.76707, -1.01763, 0.45694)
H (1.88930, 0.41952, 0.84134)
H (0.74726, -2.20027, 0.40553)
N (0.10675, 0.14391, -0.11408)
N (1.41773, -1.53705, 0.70628)

Properties
Lowest unoccupied orbital energy   0.0211 hartree
E_HOMO   -8.63 eV
Frontier orbital gap   0.3381 Eh

---

Of them, entry 3 has the lowest stability.